Entry 1:
{"formula": "C10H12O4", "method": "wB97M-V/def2-TZVPD", "symbols": ["C", "C", "O", "C", "C", "C", "C", "C", "C", "O", "C", "C", "O", "O", "H", "H", "H", "H", "H", "H", "H", "H", "H", "H", "H", "H"], "coordinates": [[-2.1696, -2.8410, -0.0030], [-1.9246, -1.4042, 0.4504], [-1.2546, -0.7366, -0.6208], [-0.8354, 0.5465, -0.3191], [-1.5214, 1.6659, -0.7821], [-1.0715, 2.9571, -0.5890], [0.1105, 3.1512, 0.1460], [0.7666, 2.0405, 0.6796], [0.3309, 0.7586, 0.4439], [1.0046, -0.2989, 1.0270], [1.6773, -1.1593, 0.1065], [3.0509, -0.6702, -0.3250], [3.7606, -1.2639, -1.1095], [3.4544, 0.4812, 0.2517], [-1.1714, -3.3277, -0.2677], [-2.8833, -2.9479, -0.8284], [-2.5663, -3.3931, 0.8706], [-2.8638, -0.9004, 0.6750], [-1.2856, -1.4410, 1.3253], [-2.4142, 1.5236, -1.3809], [-1.6346, 3.8036, -0.9717], [0.5559, 4.1331, 0.2831], [1.7264, 2.1509, 1.2229], [1.8092, -2.1137, 0.6370], [1.0442, -1.4106, -0.7751], [4.3049, 0.6964, -0.1468]], "atomic_forces_ev_per_a": [[0.93, -0.66, 0.49], [-0.05, -0.91, -0.66], [0.06, 0.71, 0.01], [0.38, 0.20, 0.38], [-0.41, -0.46, -0.61], [0.94, 0.32, 0.79], [-0.33, -0.38, -0.17], [1.10, 0.80, 0.15], [-0.74, -0.47, -0.22], [0.18, -0.19, -0.57], [-0.55, -0.33, 0.19], [0.80, -0.18, -0.62], [-0.81, 0.26, 0.55], [-0.64, -0.26, 0.09], [-1.35, 0.63, 0.17], [0.31, 0.18, 0.12], [0.10, 0.13, -0.45], [-0.04, 0.15, 0.09], [0.10, 0.28, 0.29], [-0.02, -0.21, 0.10], [0.13, -0.17, -0.03], [-0.27, -0.10, 0.03], [-0.84, -0.03, -0.31], [0.19, 0.28, -0.12], [0.54, 0.44, 0.40], [0.27, -0.03, -0.09]], "de_lowest_kj_mol": 51.7, "spin_multiplicity": 1, "smiles": "CCOc1ccccc1OCC(=O)O", "orbital_gap_ev": 9.729, "lumo_ev": 0.7, "e_homo_ev": -9.00, "total_charge": 0}

***

Entry 2:
{"formula": "C10H12S", "method": "wB97M-V/def2-TZVPD", "symbols": ["C", "C", "C", "C", "C", "C", "C", "C", "C", "C", "S", "H", "H", "H", "H", "H", "H", "H", "H", "H", "H", "H", "H"], "coordinates": [[-1.2503, 0.9753, 0.3476], [-2.7153, 0.9604, 0.7017], [-0.1719, -1.0643, 0.0165], [-1.0409, -0.4047, 1.0670], [-0.3755, 1.2147, -0.6355], [-2.5828, -0.5241, 1.0458], [-2.6794, 0.6978, -0.6068], [0.6476, 0.0520, -0.6698], [3.1731, -0.3064, -0.1890], [1.9160, 0.4677, 0.1103], [-3.2797, -0.9634, -0.6066], [0.4260, -1.9649, 0.3418], [-0.7991, -1.4548, -0.7406], [-0.5882, -0.2130, 1.9972], [-0.3588, 1.8918, -1.4546], [-3.0043, -0.8929, 1.8812], [-2.6613, 1.4809, -1.4462], [1.0072, -0.1877, -1.7400], [3.2808, -0.5723, -1.1877], [3.0390, -1.2101, 0.4467], [4.1759, 0.0682, 0.0345], [2.0099, 1.5772, 0.1123], [1.8321, 0.3724, 1.1743]], "atomic_forces_ev_per_a": [[1.18, -0.85, 1.07], [0.16, 1.58, 2.78], [1.74, -1.67, 0.39], [0.12, 1.75, -3.33], [1.58, -1.47, -0.14], [0.76, 0.44, -1.14], [-3.07, 1.69, -5.03], [0.98, 0.72, 0.04], [0.22, -0.99, 1.70], [0.43, 1.88, 0.31], [0.68, -0.19, -0.02], [-0.26, 1.02, -0.01], [-0.82, -0.46, -0.73], [0.18, -0.17, 1.41], [-0.40, 0.70, -0.26], [-1.73, -1.59, 2.58], [-0.08, -1.62, 1.19], [-0.89, 0.20, 1.49], [-0.22, -0.76, -2.00], [0.55, 0.05, -0.81], [-0.44, 0.67, 0.57], [0.27, -0.49, -0.91], [-0.93, -0.43, 0.84]], "de_lowest_kj_mol": 566.7, "spin_multiplicity": 1, "orbital_gap_ev": [8.056, 8.055], "lumo_ev": [0.5, 0.5], "e_homo_ev": [-7.59, -7.59], "total_charge": 0}

***

Entry 3:
{"formula": "C10H13Br", "method": "wB97M-V/def2-TZVPD", "symbols": ["C", "C", "C", "C", "C", "C", "C", "C", "Br", "C", "C", "H", "H", "H", "H", "H", "H", "H", "H", "H", "H", "H", "H", "H"], "coordinates": [[1.1776, -2.8926, -1.1370], [0.9799, -1.7897, -0.6688], [0.7534, -0.4242, -0.1962], [1.7241, -0.0001, 0.9775], [0.8605, 0.6228, -1.3306], [0.0712, 1.8461, -0.9618], [-0.9619, 1.3394, -0.0122], [-1.7695, 0.2405, -0.5122], [-3.6474, -0.2258, 0.0317], [-0.6241, -0.0532, 0.4010], [-1.2055, -0.5681, 1.6957], [1.3302, -3.9017, -1.4106], [2.6340, 0.4432, 0.6607], [1.9682, -0.9572, 1.4843], [1.2966, 0.4923, 1.7988], [0.3481, 0.1513, -2.0545], [1.9390, 0.7891, -1.5772], [0.6130, 2.6596, -0.4456], [-0.4226, 2.1975, -1.8388], [-1.3920, 2.1460, 0.7809], [-1.8116, 0.0752, -1.6085], [-1.5174, -1.5863, 1.4173], [-1.9667, 0.0456, 2.0828], [-0.3772, -0.6499, 2.4234]], "atomic_forces_ev_per_a": [[-0.35, 1.61, 1.01], [0.05, -1.06, -0.58], [0.12, 2.07, 1.96], [0.10, -3.48, -0.36], [2.80, 0.28, 2.05], [0.18, 0.64, 0.85], [-1.21, 3.01, 3.11], [-1.84, -1.02, -2.16], [0.91, 0.56, -0.40], [-1.39, -0.39, -0.14], [3.13, -1.77, -0.27], [0.07, -0.22, -0.23], [0.74, 0.49, -0.42], [0.41, 0.35, -0.32], [-0.93, 1.46, 0.54], [-1.24, -1.34, -3.38], [-1.02, -0.11, -0.14], [0.06, -0.42, -0.54], [-0.12, 0.83, -0.74], [0.91, -2.18, -1.89], [0.41, -0.02, 0.87], [-0.37, 0.25, 0.80], [-0.90, 0.50, 0.36], [-0.53, -0.05, 0.01]], "de_lowest_kj_mol": 170.6, "spin_multiplicity": 1, "smiles": "C#C[C@@]1(C)CC[C@H]2[C@H](Br)[C@]21C", "orbital_gap_ev": 10.481, "lumo_ev": 0.8, "e_homo_ev": -9.65, "total_charge": 0}

***

Entry 4:
{"formula": "C10H13BrN3", "method": "wB97M-V/def2-TZVPD", "symbols": ["C", "C", "N", "C", "Br", "C", "N", "C", "C", "C", "C", "N", "C", "C", "H", "H", "H", "H", "H", "H", "H", "H", "H", "H", "H", "H", "H"], "coordinates": [[2.4320, 2.4680, 0.3180], [2.0417, 1.1271, -0.2127], [0.7700, 0.6144, 0.5336], [0.7667, -0.8282, 0.5346], [1.9877, -1.7493, 2.0322], [-0.1130, -1.6460, -0.1227], [0.0734, -3.0430, -0.2861], [-0.8568, -3.7035, -0.8773], [-2.0727, -3.1563, -1.3438], [-2.2228, -1.8060, -1.3221], [-1.3010, -0.9386, -0.7136], [-1.4712, 0.3145, -0.5468], [-0.6729, 1.1890, 0.0424], [-1.3065, 1.7746, 1.2688], [1.6754, 3.2468, 0.3761], [2.7074, 2.5011, 1.3803], [3.4033, 2.8580, -0.2058], [2.9757, 0.4707, -0.0091], [1.8295, 1.3222, -1.3690], [0.7016, 1.0102, 1.4898], [-0.5538, -4.6833, -1.1191], [-2.8159, -3.6766, -2.0942], [-3.0756, -1.3045, -1.8889], [-0.3383, 1.8209, -0.7791], [-1.8205, 0.9878, 1.9574], [-2.1333, 2.4764, 1.1960], [-0.6102, 2.3535, 1.7610]], "atomic_forces_ev_per_a": [[1.98, 1.94, 0.83], [0.67, 0.58, -1.28], [0.51, -0.63, -0.14], [0.52, -3.07, 2.10], [-1.51, 1.60, -2.34], [0.94, 0.95, 0.29], [0.13, 1.52, 0.61], [1.34, 0.32, 0.64], [-2.65, 1.37, -2.97], [-2.84, -0.51, -1.94], [1.95, 0.57, 1.40], [-2.56, -2.73, -1.75], [1.23, 1.21, -0.33], [-2.51, -1.36, 1.02], [-0.31, 0.10, -1.07], [0.30, -0.85, -0.01], [-2.06, -0.66, 0.67], [-2.18, 0.36, -0.59], [0.10, -1.30, 2.47], [1.10, -0.68, -0.29], [-0.15, -1.33, -0.14], [1.67, 0.47, 2.12], [1.14, -0.83, 0.96], [0.04, 0.99, 0.46], [1.51, 0.91, -1.16], [-0.10, 0.00, -1.17], [1.74, 1.06, 1.62]], "de_lowest_kj_mol": 446.1, "spin_multiplicity": 1, "smiles": "CC[N@@H+]1C(Br)=c2ncccc2=N[C@H]1C", "orbital_gap_ev": [7.473, 7.473], "lumo_ev": [-5.2, -5.2], "e_homo_ev": [-12.63, -12.63], "total_charge": 1}

***

Entry 5:
{"formula": "C10H13BrSi", "method": "wB97M-V/def2-TZVPD", "symbols": ["C", "C", "Br", "Si", "C", "C", "C", "C", "C", "C", "C", "C", "H", "H", "H", "H", "H", "H", "H", "H", "H", "H", "H", "H", "H"], "coordinates": [[-2.0924, 1.9934, 1.1609], [-2.3697, 0.8971, 0.5060], [-4.0961, 0.4165, -0.2366], [-1.0982, -0.6148, 0.3722], [-1.5103, -1.5705, -1.2215], [-1.3812, -1.8577, 1.7139], [0.6268, 0.2485, 0.4466], [1.6818, -0.0926, 1.2999], [2.8989, 0.4981, 1.3300], [3.1865, 1.4771, 0.3170], [2.1645, 1.7172, -0.6499], [0.9472, 1.1901, -0.5076], [-2.8201, 2.6682, 1.5557], [-1.0840, 1.9724, 1.5569], [-2.1462, -1.1200, -1.9541], [-0.8103, -2.0806, -1.7228], [-2.2517, -2.2923, -0.7135], [-1.6439, -1.5885, 2.7864], [-2.2058, -2.5061, 1.5848], [-0.5106, -2.5569, 1.7319], [1.5116, -0.8712, 1.9720], [3.7987, 0.4720, 2.0723], [4.1567, 1.9561, 0.2622], [2.4866, 2.3188, -1.4956], [0.1412, 1.4160, -1.1438]], "atomic_forces_ev_per_a": [[0.11, -0.44, 0.90], [0.51, -2.47, -0.94], [0.20, 0.49, 0.40], [-0.27, 1.60, -0.78], [-3.66, 0.71, 3.34], [0.78, -0.24, 2.28], [0.39, -0.88, 0.53], [-1.29, -0.73, 0.42], [3.83, 3.48, -0.77], [-2.01, -1.52, 0.07], [4.14, 1.24, 0.60], [-2.09, -0.96, -0.02], [-0.24, 0.71, -0.23], [0.09, 0.63, 0.07], [-0.21, 0.92, -0.34], [2.91, -2.03, -1.48], [1.13, 0.51, -1.00], [1.04, 0.45, -1.16], [-1.08, -0.69, -1.08], [-0.37, 0.52, 0.15], [-0.33, -1.19, 1.30], [-2.25, -0.97, -0.98], [-0.13, -0.01, -0.06], [-0.59, 0.20, 0.04], [-0.64, 0.68, -1.26]], "de_lowest_kj_mol": 170.1, "spin_multiplicity": 1, "smiles": "C=C(Br)[Si](C)(C)c1ccccc1", "orbital_gap_ev": 9.943, "lumo_ev": 0.7, "e_homo_ev": -9.21, "total_charge": 0}

***

Entry 6:
{"formula": "C10H13Cl2O2PPd", "method": "wB97M-V/def2-TZVPD", "symbols": ["Pd", "Cl", "C", "C", "C", "Cl", "C", "O", "C", "C", "O", "C", "H", "H", "H", "C", "P", "C", "C", "H", "H", "H", "H", "H", "H", "H", "H", "H", "H"], "coordinates": [[0.0000, 0.0000, 0.0000], [-0.5632, -0.4182, 7.2265], [-0.7484, -0.4733, 5.5152], [-1.8933, -1.0161, 4.9602], [-2.0372, -1.0576, 3.5649], [-3.5279, -1.7673, 2.9925], [-1.0521, -0.5627, 2.6634], [-1.1656, -0.5920, 1.3910], [0.0940, -0.0211, 3.3000], [1.2241, 0.5418, 2.5037], [1.2862, 0.5964, 1.2838], [0.2506, 0.0266, 4.6971], [-2.6798, -1.4094, 5.5954], [2.0615, 0.9349, 3.1030], [1.1469, 0.4514, 5.1365], [0.8777, 0.4933, -3.4819], [1.4423, 0.7332, -1.7533], [3.1130, -0.0169, -1.8565], [1.8874, 2.5117, -1.8072], [1.6117, 0.8632, -4.2041], [-0.0639, 1.0237, -3.6518], [0.7079, -0.5686, -3.6828], [3.6895, 0.3888, -2.6932], [3.0362, -1.1000, -1.9897], [3.6720, 0.1710, -0.9352], [2.5503, 2.7394, -2.6473], [2.3954, 2.8050, -0.8838], [0.9880, 3.1263, -1.9072], [0.7367, -1.5227, -0.0307]], "atomic_forces_ev_per_a": [[0.19, -0.76, -4.37], [0.01, 0.00, 0.44], [0.93, 0.46, -0.46], [-0.21, -0.08, -1.47], [-0.56, -0.31, 1.20], [0.42, 0.22, -0.28], [0.09, 0.08, -0.05], [-2.88, -0.90, 2.12], [1.81, 0.86, -0.34], [-1.60, -0.82, 1.65], [2.95, 1.60, 2.07], [-0.59, -0.30, 0.16], [0.08, 0.04, -0.15], [-0.04, -0.02, -0.17], [-0.05, -0.03, -0.07], [-0.15, -0.09, -0.11], [-0.11, 0.40, -0.79], [0.00, -0.25, 0.30], [-0.01, 0.20, 0.11], [0.02, 0.00, 0.14], [0.09, -0.07, 0.10], [-0.01, 0.11, 0.10], [-0.21, 0.10, 0.04], [-0.08, 0.13, 0.10], [-0.13, -0.04, -0.05], [-0.03, -0.12, 0.03], [-0.10, -0.08, -0.05], [0.06, -0.13, 0.06], [0.10, -0.18, -0.25]], "spin_multiplicity": 3, "s_squared": 2.01, "orbital_gap_ev": [6.255, 7.600], "lumo_ev": [-0.3, -0.3], "e_homo_ev": [-6.52, -7.93], "total_charge": 0}

***

Number 1: E -18754.0860 eV. Number 2: E -21392.8719 eV. Number 3: E -80619.6667 eV. Number 4: E -85083.0185 eV. Number 5: E -88499.7327 eV. Number 6: E -52486.8455 eV.